# C22H50GeN5O5W

A structure of composition C22H50GeN5O5W (ωB97M-V/def2-TZVPD, OMol25).

Calculated values
Gap between HOMO and LUMO (spin up / spin down) (eV): 7.79 / 9.09

The geometry in ORCA input format:
```
! RIJCOSX wB97M-V def2-TZVPD def2/J DEFGRID3
* xyz 2 4
W 0.056 -0.115 -0.914
C 3.630 2.759 1.186
C 2.775 1.531 1.475
C 1.730 1.856 2.534
C 3.643 0.366 1.930
O 2.049 1.127 0.286
Ge 2.544 1.493 -1.452
O 1.759 -0.416 -1.992
C 2.505 -1.654 -1.948
C 3.983 -1.361 -1.731
C 2.309 -2.345 -3.290
C 1.981 -2.445 -0.752
O 0.611 1.796 -1.741
C 0.085 2.272 -3.039
C -0.585 3.604 -2.746
C 1.219 2.444 -4.038
C -0.919 1.258 -3.566
H 4.080 3.134 2.105
H 3.023 3.561 0.757
H 4.442 2.526 0.495
H 2.207 2.111 3.480
H 1.088 0.985 2.703
H 1.121 2.709 2.225
H 4.172 0.612 2.851
H 4.389 0.124 1.172
H 3.029 -0.519 2.112
H 4.361 -0.727 -2.534
H 4.558 -2.287 -1.742
H 4.155 -0.866 -0.774
H 2.897 -1.841 -4.057
H 1.265 -2.311 -3.597
H 2.636 -3.384 -3.247
H 2.436 -2.027 0.148
H 2.298 -3.482 -0.826
H 0.395 -2.394 0.464
H 0.136 4.315 -2.340
H -1.398 3.481 -2.025
H -1.007 4.028 -3.656
H 1.963 3.158 -3.681
H 0.820 2.830 -4.976
H 1.710 1.491 -4.248
H -1.768 1.138 -2.886
H -0.444 0.287 -3.731
H -1.317 1.590 -4.526
N -0.899 1.460 0.428
C -2.368 1.443 0.276
C -3.135 2.398 1.209
C -2.993 2.422 2.761
C -3.964 1.598 3.620
N -3.734 0.164 3.717
C -2.830 -0.425 4.468
N -2.176 0.242 5.428
N -2.523 -1.715 4.242
C -2.744 -0.039 0.199
O -3.797 -0.502 0.591
O -1.821 -0.747 -0.372
H -0.622 1.374 1.403
H -0.496 2.329 0.084
H -2.559 1.814 -0.737
H -4.193 2.291 0.960
H -2.848 3.396 0.867
H -3.231 3.451 3.037
H -1.959 2.262 3.086
H -4.966 1.707 3.208
H -4.013 2.003 4.632
H -4.128 -0.375 2.949
H -2.503 1.149 5.717
H -1.599 -0.254 6.087
H -3.077 -2.226 3.572
H -2.107 -2.258 4.980
C -1.101 -3.110 -2.364
C -0.402 -3.485 -1.057
C -1.437 -3.739 0.042
C 0.388 -4.776 -1.257
N 0.498 -2.339 -0.546
H -1.991 -3.727 -2.485
H -0.465 -3.289 -3.228
H -1.430 -2.071 -2.372
H -2.058 -4.588 -0.242
H -2.087 -2.881 0.187
H -0.940 -4.004 0.982
H -0.323 -5.570 -1.483
H 0.933 -5.075 -0.359
H 1.080 -4.719 -2.097
*
```

***

# C22H50N3P3STc

A structure of composition C22H50N3P3STc (ωB97M-V/def2-TZVPD, OMol25).

Calculated values
ΔE to the lowest compared entry with this formula, charge and spin (kcal/mol): 70.14
Gap between HOMO and LUMO (spin up / spin down) (eV): 6.90 / 3.65

The geometry in ORCA input format:
```
! RIJCOSX wB97M-V def2-TZVPD def2/J DEFGRID3
* xyz 4 4
Tc 0.145 0.663 0.004
P -0.867 1.768 -1.679
P -0.723 -1.587 -0.006
P 1.425 -0.272 -1.850
H 4.061 3.981 2.104
C 3.615 3.257 1.374
C 2.498 3.543 0.676
H 1.899 4.421 0.928
C -1.510 3.411 -1.094
C -2.410 0.928 -2.348
C -0.205 2.374 -3.323
C 0.178 -2.588 1.275
C -2.513 -1.871 0.489
C -0.803 -2.863 -1.381
C 2.778 0.827 -2.504
C 0.659 -0.864 -3.410
C 2.562 -1.708 -1.459
H 4.209 2.345 1.218
H 2.232 3.079 -0.270
H -0.926 3.678 -0.200
H -2.586 3.377 -0.853
H -1.363 4.206 -1.841
H -2.717 0.105 -1.679
H -2.254 0.528 -3.366
H -3.241 1.649 -2.423
H 0.834 2.709 -3.202
H -0.794 3.243 -3.665
H -0.255 1.596 -4.102
H 0.054 -3.666 1.097
H -0.208 -2.335 2.270
H 1.250 -2.350 1.268
H -2.879 -2.798 0.018
H -3.155 -1.041 0.146
H -2.604 -1.983 1.583
H -1.375 -3.740 -1.024
H 0.197 -3.194 -1.694
H -1.336 -2.440 -2.249
H 3.671 0.702 -1.869
H 2.495 1.886 -2.509
H 3.050 0.537 -3.531
H 0.767 -1.954 -3.503
H 1.119 -0.370 -4.274
H -0.410 -0.627 -3.440
H 3.425 -1.681 -2.151
H 2.055 -2.678 -1.538
H 2.929 -1.611 -0.429
C 2.602 1.233 3.657
C 3.471 0.216 4.101
C 3.788 -0.823 3.201
C 3.481 -0.702 1.828
C 2.666 0.353 1.379
C 2.103 1.197 2.343
S 2.033 2.566 4.613
H 1.286 1.959 5.512
H 3.858 0.292 5.132
H 4.327 -1.714 3.550
H 4.008 -1.292 1.078
H 2.610 0.594 0.293
H 1.225 1.844 2.174
C -4.122 1.925 1.824
N -3.404 0.909 2.603
C -4.246 -0.050 3.307
C -2.091 0.657 2.386
N -1.469 1.235 1.337
N -1.462 -0.201 3.281
C -1.846 -0.224 4.712
C -0.028 -0.130 3.141
H -4.190 1.595 0.773
H -5.133 2.008 2.239
H -3.625 2.904 1.892
H -3.854 -1.071 3.220
H -4.366 0.216 4.366
H -5.236 0.005 2.843
H -2.080 1.983 1.005
H -0.927 -0.178 5.315
H -2.439 0.656 5.007
H -2.365 -1.162 4.949
H 0.190 -0.171 2.033
H 0.257 0.843 3.568
H 0.502 -0.940 3.662
*
```

***

# C22H50N3P3STl

A structure of composition C22H50N3P3STl (ωB97M-V/def2-TZVPD, OMol25).

Calculated values
ΔE to the lowest compared entry with this formula, charge and spin (kcal/mol): 28.22
Gap between HOMO and LUMO (spin up / spin down) (eV): 3.57 / 3.10

The geometry in ORCA input format:
```
! RIJCOSX wB97M-V def2-TZVPD def2/J DEFGRID3
* xyz 3 1
Tl 0.789 0.224 -1.269
P -1.950 0.222 1.382
P -1.426 -0.672 -2.796
P -0.667 2.735 -0.684
H 4.003 0.321 0.755
C 3.982 1.303 1.268
C 3.543 1.447 2.536
H 3.364 0.569 3.164
C -2.158 -1.309 2.398
C -3.714 0.440 0.864
C -1.920 1.453 2.761
C -0.234 -0.876 -4.194
C -2.230 -2.313 -2.691
C -2.686 0.450 -3.517
C 0.344 3.674 0.538
C -2.282 3.614 -0.753
C 0.008 3.167 -2.348
H 4.212 2.182 0.645
H 3.246 2.417 2.946
H -1.249 -1.491 2.982
H -2.299 -2.175 1.739
H -3.010 -1.218 3.080
H -3.981 -0.363 0.165
H -3.832 1.397 0.342
H -4.375 0.404 1.739
H -1.003 1.291 3.337
H -2.790 1.336 3.418
H -1.893 2.470 2.355
H -0.752 -1.181 -5.115
H 0.528 -1.636 -3.954
H 0.295 0.072 -4.391
H -2.476 -2.711 -3.685
H -3.160 -2.252 -2.105
H -1.575 -3.030 -2.174
H -3.010 0.086 -4.501
H -2.294 1.470 -3.628
H -3.559 0.494 -2.852
H 0.573 4.698 0.217
H 1.295 3.147 0.712
H -0.191 3.712 1.500
H -2.167 4.664 -1.061
H -2.786 3.585 0.223
H -2.931 3.107 -1.485
H 0.014 4.249 -2.521
H -0.588 2.687 -3.133
H 1.042 2.814 -2.460
C 4.749 5.020 -1.386
C 5.380 5.427 -2.576
C 6.716 5.832 -2.566
C 7.424 5.897 -1.354
C 6.738 5.691 -0.146
C 5.388 5.286 -0.158
S 3.168 4.271 -1.471
H 3.457 2.944 -1.451
H 4.799 5.383 -3.498
H 7.198 6.103 -3.500
H 8.490 6.170 -1.350
H 7.259 5.863 0.801
H 4.835 5.161 0.785
C 1.316 -3.900 3.414
N 0.831 -4.361 2.126
C -0.516 -4.917 2.201
C 1.086 -3.616 0.968
N 1.333 -2.343 0.889
N 0.981 -4.338 -0.199
C 0.903 -5.791 -0.267
C 1.273 -3.686 -1.451
H 1.283 -4.753 4.112
H 0.707 -3.083 3.843
H 2.353 -3.557 3.326
H -0.853 -5.253 1.224
H -0.506 -5.780 2.875
H -1.261 -4.200 2.586
H 1.515 -1.904 1.790
H 0.078 -6.095 -0.940
H 1.827 -6.207 -0.701
H 0.741 -6.217 0.731
H 0.501 -3.901 -2.201
H 1.333 -2.607 -1.241
H 2.233 -4.037 -1.847
*
```

***

# C22H51BCdN4O2Si2

A structure of composition C22H51BCdN4O2Si2 (ωB97M-V/def2-TZVPD, OMol25).

Calculated values
ΔE to the lowest compared entry with this formula, charge and spin (kcal/mol): 85.90
Gap between HOMO and LUMO (eV): 5.43

The geometry in ORCA input format:
```
! RIJCOSX wB97M-V def2-TZVPD def2/J DEFGRID3
* xyz 0 1
O -1.635 -2.619 -1.389
O -3.021 -1.755 -3.045
C -0.409 -3.288 -1.911
C 0.489 -3.833 -0.831
H 0.089 -2.492 -2.476
H -0.736 -4.067 -2.614
H 0.895 -3.027 -0.205
H 1.350 -4.287 -1.340
H 0.012 -4.594 -0.193
C -2.220 -3.008 -0.032
C -3.406 -3.904 -0.250
H -2.458 -2.038 0.419
H -1.410 -3.494 0.520
H -4.161 -3.401 -0.864
H -3.863 -4.166 0.715
H -3.114 -4.836 -0.756
C -3.625 -0.472 -2.702
C -2.368 -1.748 -4.349
C -3.576 -0.243 -1.221
H -4.655 -0.516 -3.086
H -3.074 0.325 -3.222
H -3.832 -1.140 -0.646
H -4.314 0.529 -0.972
H -2.591 0.139 -0.912
C -2.665 -3.022 -5.086
H -1.289 -1.640 -4.182
H -2.717 -0.874 -4.916
H -2.229 -3.894 -4.593
H -2.274 -2.952 -6.103
H -3.742 -3.161 -5.161
H -2.380 -2.292 -2.156
Cd 1.332 1.518 1.360
C 0.534 1.427 -0.516
Si 1.161 1.867 -2.193
H -0.442 1.922 -0.428
H 0.269 0.364 -0.556
C 2.006 0.408 -2.999
C 2.250 3.378 -2.028
C -0.385 2.183 -3.239
C 3.292 0.459 1.064
Si 4.371 1.444 2.214
H 3.554 0.545 -0.008
H 3.245 -0.614 1.315
C 5.109 2.900 1.269
C 5.722 0.319 2.901
C 3.399 2.170 3.666
H -0.271 3.110 -3.816
H -1.268 2.285 -2.586
H -0.561 1.353 -3.943
H 2.918 0.122 -2.465
H 2.277 0.661 -4.031
H 1.324 -0.457 -3.021
H 3.245 3.102 -1.648
H 1.785 4.097 -1.336
H 2.385 3.877 -2.999
H 6.102 -0.344 2.110
H 5.335 -0.315 3.713
H 6.571 0.893 3.299
H 2.870 1.393 4.238
H 2.638 2.907 3.358
H 4.092 2.690 4.345
H 5.600 3.603 1.958
H 4.336 3.458 0.721
H 5.861 2.563 0.541
B -0.594 1.846 4.502
N -0.322 0.348 4.132
C -0.612 -0.748 4.862
C -0.273 -1.875 4.113
C 0.227 -1.374 2.894
N 0.201 -0.021 2.910
N -1.403 2.408 3.269
C -2.714 2.730 3.207
C -3.001 3.155 1.910
C -1.776 3.098 1.218
N -0.808 2.634 2.050
H 0.410 2.457 4.711
H -1.354 1.880 5.441
H -1.035 -0.672 5.853
H -0.363 -2.900 4.408
H 0.589 -1.950 2.053
H -3.352 2.648 4.075
H -3.945 3.465 1.504
H -1.605 3.352 0.185
*
```

***

# C22H51BCrN4O2Si2

A structure of composition C22H51BCrN4O2Si2 (ωB97M-V/def2-TZVPD, OMol25).

Calculated values
Gap between HOMO and LUMO (spin up / spin down) (eV): 7.43 / 8.75

The geometry in ORCA input format:
```
! RIJCOSX wB97M-V def2-TZVPD def2/J DEFGRID3
* xyz 1 4
O -1.213 -1.823 -1.165
O 0.810 1.472 -4.654
C -0.193 -2.718 -1.661
C -0.773 -4.117 -1.731
H 0.623 -2.680 -0.926
H 0.214 -2.427 -2.637
H -1.059 -4.468 -0.733
H -0.021 -4.807 -2.149
H -1.681 -4.113 -2.356
C -1.655 -0.799 -2.060
C -1.475 -1.068 -3.539
H -1.108 0.126 -1.805
H -2.720 -0.635 -1.819
H -0.544 -0.622 -3.902
H -2.285 -0.583 -4.084
H -1.492 -2.128 -3.791
C 0.438 2.601 -3.856
C 2.205 1.223 -4.653
C -0.954 3.105 -4.189
H 1.153 3.434 -4.000
H 0.494 2.280 -2.796
H -1.072 3.333 -5.251
H -1.133 4.023 -3.628
H -1.713 2.380 -3.899
C 2.776 0.755 -5.984
H 2.362 0.433 -3.904
H 2.766 2.122 -4.349
H 2.260 -0.115 -6.399
H 3.815 0.464 -5.807
H 2.788 1.544 -6.747
H 0.679 -0.100 0.364
Cr -0.345 -0.492 1.876
C 1.357 0.250 -0.426
Si 2.943 0.670 0.415
H 1.585 -0.479 -1.231
H 0.891 1.163 -0.810
C 4.101 -0.386 -0.640
C 3.446 0.465 2.180
C 3.004 2.478 -0.015
C -2.123 -1.175 1.568
Si -3.525 0.027 1.280
H -2.094 -1.685 2.565
H -2.168 -1.958 0.802
C -4.745 -0.915 0.211
C -3.039 1.584 0.344
C -4.369 0.502 2.880
H 2.442 2.749 -0.914
H 4.061 2.689 -0.180
H 2.638 3.065 0.831
H 3.907 -1.460 -0.504
H 5.112 -0.148 -0.291
H 4.018 -0.136 -1.708
H 3.200 -0.505 2.617
H 3.036 1.269 2.798
H 4.539 0.573 2.132
H -3.590 1.620 -0.606
H -1.969 1.641 0.107
H -3.309 2.476 0.924
H -5.237 1.136 2.652
H -3.718 1.051 3.570
H -4.734 -0.394 3.399
H -5.768 -0.626 0.478
H -4.621 -1.991 0.386
H -4.603 -0.725 -0.859
B 1.290 -0.218 4.878
N 0.230 0.812 4.401
C -0.264 1.801 5.151
C -1.009 2.649 4.342
C -0.965 2.115 3.062
N -0.241 0.958 3.095
N 1.090 -1.597 4.188
C 1.385 -2.800 4.701
C 1.060 -3.775 3.753
C 0.550 -3.104 2.653
N 0.550 -1.766 2.915
H 1.146 -0.371 6.083
H 2.411 0.195 4.753
H -0.056 1.831 6.215
H -1.515 3.560 4.646
H -1.400 2.495 2.146
H 1.784 -2.884 5.712
H 1.191 -4.845 3.866
H 0.147 -3.479 1.717
*
```

***

# C22H51BN2O4P

A cluster of 3 separate species, C22H51BN2O4P in total (ωB97M-V/def2-TZVPD, OMol25).

Calculated values
Gap between HOMO and LUMO (spin up / spin down) (eV): 4.80 / 4.15

The geometry in ORCA input format:
```
! RIJCOSX wB97M-V def2-TZVPD def2/J DEFGRID3
* xyz -1 3
C 3.777 0.487 1.362
C 2.716 1.678 0.924
C 2.317 1.400 -0.641
C 0.720 1.153 -0.919
P 0.000 -0.442 -0.155
B -1.178 0.673 0.917
O -2.545 0.888 0.328
O -0.802 1.312 2.193
H 3.095 -0.422 1.725
H 4.565 0.816 2.164
H 4.393 0.063 0.445
H 1.741 1.493 1.585
H 3.088 2.762 1.161
H 2.960 0.528 -1.143
H 2.627 2.382 -1.245
H 0.604 1.039 -2.101
H 0.042 2.094 -0.640
H -0.969 -0.488 -1.257
H 0.913 -1.311 -0.889
H 0.935 -0.469 0.940
H -0.650 -1.601 0.416
H -3.082 1.401 1.000
H -0.226 0.719 2.765
C 4.550 -6.280 -0.618
C 4.439 -4.752 -0.357
C 4.932 -3.989 -1.615
C 6.442 -4.086 -1.807
C 7.190 -3.645 -0.555
C 6.697 -4.308 0.762
N 5.202 -4.364 0.879
O 4.760 -3.085 1.264
C 7.269 -5.743 0.891
C 7.378 -3.543 1.949
C 2.900 -4.532 -0.197
H 3.761 -6.621 -1.298
H 5.480 -6.580 -1.093
H 4.436 -6.851 0.313
H 4.653 -2.928 -1.546
H 4.431 -4.374 -2.512
H 6.734 -5.106 -2.080
H 6.741 -3.452 -2.650
H 8.261 -3.839 -0.696
H 7.088 -2.553 -0.475
H 6.844 -6.256 1.763
H 8.356 -5.725 1.029
H 7.101 -6.365 0.014
H 7.187 -2.464 1.917
H 8.468 -3.659 1.919
H 7.034 -3.925 2.918
H 2.507 -5.114 0.646
H 2.362 -4.853 -1.098
H 2.626 -3.482 -0.043
C -5.410 5.513 -1.203
C -5.549 3.973 -1.049
C -6.703 3.476 -1.959
C -8.078 3.890 -1.442
C -8.280 3.456 0.005
C -7.121 3.848 0.965
N -5.758 3.597 0.391
O -5.498 2.219 0.510
C -7.234 5.342 1.366
C -7.367 3.095 2.318
C -4.191 3.439 -1.610
H -4.945 5.772 -2.162
H -6.359 6.044 -1.199
H -4.773 5.935 -0.416
H -6.673 2.381 -2.044
H -6.574 3.861 -2.978
H -8.218 4.972 -1.534
H -8.852 3.431 -2.069
H -9.227 3.872 0.369
H -8.405 2.365 0.009
H -6.365 5.653 1.960
H -8.122 5.520 1.983
H -7.331 6.019 0.521
H -7.461 2.011 2.184
H -8.301 3.424 2.789
H -6.556 3.283 3.032
H -3.347 3.827 -1.027
H -4.046 3.753 -2.651
H -4.125 2.344 -1.617
*
```

***

> What is the formula in the second record?

C22H50N3P3STc

***

What did the second record say?
# C22H50N3P3STc

A structure of composition C22H50N3P3STc (ωB97M-V/def2-TZVPD, OMol25).

Calculated values
ΔE to the lowest compared entry with this formula, charge and spin (kcal/mol): 70.14
Gap between HOMO and LUMO (spin up / spin down) (eV): 6.90 / 3.65

The geometry in ORCA input format:
```
! RIJCOSX wB97M-V def2-TZVPD def2/J DEFGRID3
* xyz 4 4
Tc 0.145 0.663 0.004
P -0.867 1.768 -1.679
P -0.723 -1.587 -0.006
P 1.425 -0.272 -1.850
H 4.061 3.981 2.104
C 3.615 3.257 1.374
C 2.498 3.543 0.676
H 1.899 4.421 0.928
C -1.510 3.411 -1.094
C -2.410 0.928 -2.348
C -0.205 2.374 -3.323
C 0.178 -2.588 1.275
C -2.513 -1.871 0.489
C -0.803 -2.863 -1.381
C 2.778 0.827 -2.504
C 0.659 -0.864 -3.410
C 2.562 -1.708 -1.459
H 4.209 2.345 1.218
H 2.232 3.079 -0.270
H -0.926 3.678 -0.200
H -2.586 3.377 -0.853
H -1.363 4.206 -1.841
H -2.717 0.105 -1.679
H -2.254 0.528 -3.366
H -3.241 1.649 -2.423
H 0.834 2.709 -3.202
H -0.794 3.243 -3.665
H -0.255 1.596 -4.102
H 0.054 -3.666 1.097
H -0.208 -2.335 2.270
H 1.250 -2.350 1.268
H -2.879 -2.798 0.018
H -3.155 -1.041 0.146
H -2.604 -1.983 1.583
H -1.375 -3.740 -1.024
H 0.197 -3.194 -1.694
H -1.336 -2.440 -2.249
H 3.671 0.702 -1.869
H 2.495 1.886 -2.509
H 3.050 0.537 -3.531
H 0.767 -1.954 -3.503
H 1.119 -0.370 -4.274
H -0.410 -0.627 -3.440
H 3.425 -1.681 -2.151
H 2.055 -2.678 -1.538
H 2.929 -1.611 -0.429
C 2.602 1.233 3.657
C 3.471 0.216 4.101
C 3.788 -0.823 3.201
C 3.481 -0.702 1.828
C 2.666 0.353 1.379
C 2.103 1.197 2.343
S 2.033 2.566 4.613
H 1.286 1.959 5.512
H 3.858 0.292 5.132
H 4.327 -1.714 3.550
H 4.008 -1.292 1.078
H 2.610 0.594 0.293
H 1.225 1.844 2.174
C -4.122 1.925 1.824
N -3.404 0.909 2.603
C -4.246 -0.050 3.307
C -2.091 0.657 2.386
N -1.469 1.235 1.337
N -1.462 -0.201 3.281
C -1.846 -0.224 4.712
C -0.028 -0.130 3.141
H -4.190 1.595 0.773
H -5.133 2.008 2.239
H -3.625 2.904 1.892
H -3.854 -1.071 3.220
H -4.366 0.216 4.366
H -5.236 0.005 2.843
H -2.080 1.983 1.005
H -0.927 -0.178 5.315
H -2.439 0.656 5.007
H -2.365 -1.162 4.949
H 0.190 -0.171 2.033
H 0.257 0.843 3.568
H 0.502 -0.940 3.662
*
```